1.
130
Properties=species:S:1:pos:R:3:forces:R:3 method="wB97M-V/def2-TZVPD" multiplicity=1 lumo_ev=-1.3187 orbital_gap_ev=6.4 smiles="CCCCCCCCCCCCC1=C(CCOCC)C(=O)C([PH2]=S)=C(Br)C1=O.CCN(CC)CC.CCN(CC)CC.CCN(CC)CC"
C -2.90091 -9.86219 -5.57637 -0.4465 0.3372 0.0514
C -2.41181 -8.53281 -6.34882 0.1233 -1.4029 0.0820
C -1.21940 -8.89505 -7.38426 -0.7164 1.3052 0.5750
C 0.01729 -7.88632 -7.20354 0.2214 -0.1201 -0.3538
C 1.28961 -8.53573 -6.47626 -0.7648 -0.1811 0.0620
C 1.33482 -8.18033 -4.91967 0.9731 0.4628 0.1875
C 2.45404 -7.07214 -4.54094 0.4474 -1.7567 0.3724
C 2.53217 -7.01138 -2.94403 -1.4314 0.7255 0.4903
C 2.16597 -5.55155 -2.33224 1.0177 -0.8383 -0.9931
C 3.48875 -4.64376 -2.31623 0.2947 -1.0193 0.2274
C 3.83767 -3.97710 -0.90934 -0.0998 0.7991 -0.2709
C 2.59360 -3.34955 -0.12655 0.4958 0.8134 0.4447
C 2.25248 -1.84589 -0.50025 -1.1317 2.0767 1.2881
C 1.78480 -0.91793 0.47020 0.5759 -1.1016 -1.3863
C 1.55353 -1.24903 1.99980 -0.5659 0.9097 -0.2527
C 0.04913 -1.79388 2.25699 1.3188 0.6272 -0.8673
O -0.81492 -0.62750 2.16777 -0.1049 -1.5872 1.3614
C -1.98396 -0.76777 3.00007 -1.6544 1.2973 0.7590
C -2.32319 0.70262 3.58698 1.1153 -0.7250 -0.5087
C 1.41451 0.57033 -0.00386 0.0059 0.4730 0.3815
O 1.65838 1.58148 0.66511 -1.0465 -2.8203 -1.7611
C 0.66721 0.63590 -1.42523 1.0760 -2.5642 -0.6843
P -0.74195 1.83815 -1.78910 1.4399 0.7802 -1.3491
S -0.03704 3.16404 -3.06940 -0.4634 -0.2674 0.5018
C 1.13589 -0.28861 -2.39482 -0.9299 1.7932 2.2320
Br 0.27277 -0.37225 -4.17761 1.2005 -0.1891 1.7375
C 2.36939 -1.23709 -1.98155 0.9209 -0.4568 -0.7161
O 3.32633 -1.42950 -2.73869 -2.7810 0.4369 1.9980
H -4.02557 -9.82211 -5.35869 1.5628 -0.0453 -0.3099
H -2.70970 -10.77437 -6.23014 -0.2578 1.0866 0.9573
H -2.38759 -9.98432 -4.56325 -0.4935 0.0661 -1.4833
H -2.01649 -7.79992 -5.57586 -0.8052 -0.6733 -1.1117
H -3.30609 -8.14349 -6.93606 1.2653 -0.1174 0.9452
H -0.95196 -9.98668 -7.22903 -0.0267 1.3977 -0.3992
H -1.64730 -8.72140 -8.42459 0.6600 -0.5948 1.2215
H -0.29686 -6.97032 -6.58847 0.2895 -1.2387 -0.9786
H 0.28485 -7.50587 -8.24859 -0.1176 -0.4874 1.4810
H 1.17353 -9.67710 -6.54929 0.4340 1.6568 -0.1306
H 2.24509 -8.20441 -7.02012 -1.2830 -0.5792 0.9972
H 1.60773 -9.11974 -4.31610 -0.4411 1.3703 -0.8544
H 0.35200 -7.77901 -4.50646 0.9708 -0.7046 -0.7340
H 3.44685 -7.51688 -4.90936 -1.3350 0.9360 0.2517
H 2.26776 -6.07102 -5.04176 0.1939 -1.1837 0.6889
H 1.71555 -7.70942 -2.53431 1.2391 0.7905 -0.6234
H 3.51533 -7.36211 -2.49996 -1.0801 0.4238 -0.7252
H 1.71559 -5.75685 -1.31089 0.4918 0.6585 -1.2290
H 1.43713 -5.06372 -3.06459 0.5391 -0.6972 1.3680
H 3.43356 -3.91540 -3.18529 0.1372 -0.5887 1.4041
H 4.36342 -5.35046 -2.56050 -1.1581 1.1297 0.3053
H 4.56181 -3.11765 -1.11468 -0.8597 -1.1717 0.3582
H 4.38156 -4.68223 -0.18574 -0.9489 0.7141 -1.2610
H 1.63072 -3.94679 -0.19563 1.2298 0.5889 -0.1391
H 2.87916 -3.34920 0.98663 -0.5283 0.0991 -1.6178
H 1.60629 -0.26065 2.57394 0.0231 -1.3238 -0.7874
H 2.34046 -1.93490 2.44110 -1.0082 0.6592 -0.7611
H 0.04312 -2.28073 3.28583 -0.3077 0.5656 -1.3227
H -0.24516 -2.49062 1.40961 0.3705 0.3800 1.2591
H -2.91158 -1.12005 2.41996 1.4876 0.2607 0.5079
H -1.84301 -1.47493 3.88483 0.1088 0.7433 -1.2766
H -2.01097 1.42835 2.76131 -0.7204 -0.7979 1.1840
H -1.63273 0.87961 4.47436 -1.0305 -0.0586 -1.0525
H -3.40737 0.82044 3.89095 1.3452 -0.1496 -0.3945
H -1.80323 1.05603 -2.38576 0.5602 0.1771 0.9507
H -1.21574 2.50057 -0.60305 0.1899 -1.0588 -0.2963
C 4.88842 7.12454 0.71968 0.0629 0.0018 0.0410
C 4.47020 5.66068 0.80246 0.1182 0.1249 -0.0840
N 5.37830 4.75748 0.10788 0.0010 -0.2436 -0.2756
C 4.82973 3.41872 -0.08511 -0.2060 0.0010 -0.1412
C 4.54289 2.58331 1.16166 0.1802 -0.2659 0.0951
C 6.77674 4.80928 0.51596 0.0516 0.3383 -0.0296
C 7.09815 4.55761 1.98907 0.2150 -0.0962 0.1543
H 5.03741 7.43291 -0.31825 0.0346 -0.0839 0.0595
H 4.10625 7.75729 1.14713 0.0504 -0.0666 0.0051
H 5.80721 7.31864 1.27723 -0.0146 0.0252 -0.0480
H 3.47977 5.58583 0.34070 0.1209 -0.2619 -0.0241
H 4.34571 5.38373 1.85754 -0.0804 0.0476 0.1143
H 5.49105 2.84783 -0.74649 0.1178 0.1754 0.0739
H 3.89306 3.51547 -0.64667 0.0255 0.1600 0.0726
H 5.46147 2.21132 1.61955 -0.0279 0.1023 0.0467
H 3.95015 1.70877 0.88785 0.0668 0.1073 0.0413
H 3.97587 3.13765 1.91235 0.0104 -0.0329 -0.0529
H 7.17355 5.79469 0.24851 -0.1300 0.0062 0.0260
H 7.35934 4.11208 -0.09542 -0.2623 -0.0638 -0.0323
H 6.44830 5.12164 2.66189 -0.0090 -0.0295 -0.0590
H 8.12627 4.86940 2.19632 -0.0534 0.0012 -0.0171
H 7.03100 3.50023 2.24524 -0.0903 0.0653 0.0637
C -6.05329 0.07463 6.32473 -0.0274 0.0219 0.0571
C -4.87685 -0.63494 6.98574 -0.0781 0.1858 -0.0379
N -3.83362 0.27390 7.44321 0.4550 0.0191 -0.0925
C -2.58447 -0.40108 7.78575 0.0157 -0.0633 -0.1743
C -2.60922 -1.37698 8.96164 0.1593 -0.0805 0.1921
C -4.24845 1.32454 8.36559 -0.2845 0.1742 -0.1509
C -4.93008 0.90094 9.66637 -0.0237 0.0831 0.2440
H -5.71488 0.72871 5.51694 0.0232 -0.0013 0.1042
H -6.73519 -0.66292 5.89378 0.0451 0.0308 0.0660
H -6.62479 0.66976 7.03982 0.0174 0.0129 -0.0593
H -4.45004 -1.31011 6.23556 0.2144 0.0504 0.1720
H -5.25306 -1.26838 7.79948 -0.0958 -0.1102 0.0027
H -1.80400 0.34655 7.96532 -0.2055 0.1036 0.0126
H -2.24199 -0.95058 6.90036 -0.1820 0.0314 -0.0508
H -2.66715 -0.85613 9.91841 -0.0732 -0.0690 -0.0459
H -1.68378 -1.95970 8.97478 -0.0416 0.0208 -0.0191
H -3.43802 -2.08505 8.89678 0.0194 0.0631 -0.0004
H -4.92905 1.99688 7.83239 0.0017 -0.1276 -0.0542
H -3.38682 1.95501 8.60895 0.0924 -0.2277 -0.1216
H -5.71312 0.15650 9.50591 0.0553 0.0147 -0.0249
H -5.40249 1.77158 10.13050 0.0198 -0.0443 -0.0414
H -4.21675 0.50566 10.38963 -0.0883 -0.0843 -0.0293
C -2.99251 5.26769 -1.50350 0.0857 0.0244 0.1194
C -3.47303 6.25167 -2.56317 0.0776 -0.0499 0.1139
N -3.40527 7.64303 -2.13566 -0.2736 0.3108 0.0720
C -4.14321 8.55339 -3.00450 -0.1968 -0.0725 0.0232
C -3.65975 8.70526 -4.44643 0.0298 0.1839 -0.1863
C -2.09961 8.11838 -1.69287 0.1289 -0.2203 0.2261
C -0.92993 7.99825 -2.66939 0.2160 0.1055 -0.0651
H -3.52069 5.41790 -0.55789 0.0204 0.0858 -0.0673
H -3.18575 4.24385 -1.83520 0.0418 0.0751 -0.0582
H -1.91918 5.35582 -1.32263 -0.0318 -0.0438 -0.0084
H -4.51729 6.00131 -2.78055 0.0193 0.2772 -0.0588
H -2.91061 6.08076 -3.48997 0.0320 -0.1335 -0.0622
H -4.18257 9.54509 -2.54044 0.1631 -0.1143 0.0928
H -5.18729 8.21978 -3.03394 0.0914 -0.1428 0.0651
H -2.74072 9.29013 -4.50551 -0.0078 -0.1091 -0.0275
H -4.41298 9.24028 -5.03186 0.0136 -0.0345 0.0345
H -3.49431 7.74173 -4.93292 0.0168 0.0383 0.0543
H -1.83187 7.57715 -0.77898 -0.0840 -0.0770 -0.0815
H -2.18340 9.16166 -1.37032 -0.2333 -0.0582 -0.1358
H -0.87570 7.01355 -3.13909 -0.0323 0.0307 0.0369
H 0.01059 8.15187 -2.13221 -0.0533 -0.0272 -0.0180
H -0.97397 8.75574 -3.45219 -0.0106 -0.1048 -0.0474



2.
49
Properties=species:S:1:pos:R:3:forces:R:3 method="wB97M-V/def2-TZVPD" multiplicity=1 lumo_ev="-8.4285 / -8.4285" orbital_gap_ev="7.7 / 7.7" relative_energy_kj_mol=9.7 total_charge=+2
N -2.10394 -0.71630 0.43517 0.8906 0.7104 -0.6130
C -3.07521 -1.38406 0.75085 -2.3070 -1.6318 0.4565
O -4.01929 -2.02566 1.04461 2.5321 1.7698 -0.7032
Ag -0.79213 2.19519 -1.89085 -0.6853 0.7146 -0.2298
Ta -0.23392 -0.17818 0.06975 -0.8943 -1.1594 2.1520
N -0.13481 1.22954 1.46206 -0.1704 -0.4282 -2.2763
N 0.46045 0.42453 -1.74333 0.5443 -0.4749 0.8076
C -0.73527 1.20530 2.82350 -0.2090 0.1040 0.6715
C 0.39251 -0.11545 -3.14409 -0.1346 -0.0012 -0.4976
C -2.13680 1.78319 2.67428 -0.3274 0.1176 0.0207
C 0.09540 2.07365 3.76716 0.0888 0.1187 0.1389
C -0.80178 -0.19968 3.40188 -0.0040 -0.2387 0.4534
C 0.72622 0.99547 -4.15351 0.1552 -0.3301 0.0894
C 1.40306 -1.23713 -3.33407 0.1628 -0.2437 -0.1859
C -1.02544 -0.63130 -3.35152 0.0304 -0.2168 -0.1689
H -2.07907 2.80614 2.28422 -0.2268 -0.1150 0.1844
H -2.63402 1.80678 3.65530 0.1124 0.0399 -0.3647
H -2.73022 1.17916 1.97630 0.0468 0.1739 0.2962
H 1.14913 1.77727 3.72724 -0.1142 0.0826 0.1495
H -0.27224 1.94035 4.79195 0.1446 0.0316 -0.2700
H 0.00459 3.13826 3.52615 0.1147 -0.2008 0.1967
H -1.46727 -0.87050 2.84975 0.1962 0.1020 0.1004
H -1.20797 -0.12011 4.42314 0.1130 -0.0451 -0.4076
H 0.19367 -0.64637 3.47942 -0.2260 0.0645 0.0308
H 0.04366 1.85587 -4.07398 -0.0301 0.0253 -0.1216
H 0.61359 0.58184 -5.16896 0.1029 0.3154 0.3462
H 1.76032 1.34422 -4.02222 -0.2947 0.0007 -0.1440
H 2.43061 -0.85728 -3.30840 -0.1865 -0.2297 -0.1315
H 1.25280 -1.67147 -4.33307 0.0449 0.0520 0.3592
H 1.27635 -2.01788 -2.57993 0.0224 0.0354 -0.1792
H -1.24103 -1.47645 -2.68035 -0.0031 0.2157 -0.2853
H -1.12899 -0.96032 -4.39787 -0.1171 0.0482 0.4579
H -1.77298 0.15814 -3.18014 -0.0098 -0.0609 -0.0568
C 1.83611 0.75452 -1.25797 0.1360 0.5972 -0.3532
H 1.91294 0.59527 -0.14964 0.2397 0.1191 -0.2525
H 2.60120 0.14035 -1.75161 -0.3785 0.0574 0.4515
H 2.08086 1.81293 -1.44625 0.0195 -0.4094 0.3262
C 0.32833 2.58087 1.06821 0.2820 0.1907 0.1570
H 1.38753 2.72575 1.33675 -0.4204 0.1371 -0.0111
H 0.22980 2.77261 -0.01838 0.1945 -0.1230 0.3122
H -0.29968 3.34290 1.55299 0.3775 -0.2638 -0.2318
C 1.69156 -3.85866 0.50388 -0.4163 -0.3410 0.1887
S 0.24670 -2.81674 0.74743 0.6243 -0.9432 -0.2678
O -0.14249 -2.27596 -0.62459 -0.0116 0.0109 0.7284
O -0.78602 -3.42833 1.52983 1.0576 0.5839 -0.8055
O 0.80635 -1.50075 1.34089 -0.5958 0.5454 -0.6759
H 1.35888 -4.89769 0.62293 0.0522 0.2782 0.0056
H 2.43837 -3.61445 1.26769 -0.2941 0.0188 -0.0943
H 2.09959 -3.71936 -0.50258 -0.2286 0.1959 0.2465